Formula: C6H14N2
Source: the Open Molecules 2025 dataset
Level of theory: ωB97M-V/def2-TZVPD

The geometry in XYZ format:
```
22
Properties=species:S:1:pos:R:3
C -2.85 0.48 -0.65
C -1.71 0.03 0.27
N -1.35 -1.35 0.31
N -0.49 -0.35 -0.39
C 0.91 -0.10 -0.06
C 1.26 -0.42 1.45
C 1.66 -0.89 -1.07
C 1.09 1.44 -0.26
H -2.45 1.39 -1.15
H -3.65 0.64 0.08
H -3.16 -0.39 -1.28
H -1.73 0.66 1.10
H -0.88 -1.62 1.19
H 2.29 -0.12 1.55
H 0.56 0.02 2.15
H 1.33 -1.50 1.70
H 1.20 -1.90 -1.30
H 2.67 -1.09 -0.69
H 1.79 -0.32 -1.93
H 0.53 1.72 -1.13
H 0.86 2.07 0.54
H 2.12 1.62 -0.43
```

Output
- Spin multiplicity: 1
- Relative energy (zero: lowest compared OMol25 entry of this formula, charge and spin): 273.7 kJ/mol
- Calculated total energy: -346.42290 Eh
- LUMO: 0.88 eV
- SMILES string: C[C@H]1NN1C(C)(C)C
- HOMO: -8.39 eV

Formula: C6H14N2
Source: the Open Molecules 2025 dataset
Level of theory: ωB97M-V/def2-TZVPD

The geometry in XYZ format:
```
22
Properties=species:S:1:pos:R:3
H 1.55 -1.55 2.18
N 1.18 -0.75 1.65
C -0.07 -0.55 1.84
C -0.78 0.44 1.01
C -0.30 1.86 1.28
N -2.20 0.34 1.15
H -0.71 -1.16 2.48
H -0.24 0.18 -0.14
H -0.63 2.18 2.26
H 0.78 1.89 1.23
H -0.71 2.54 0.53
H -2.69 1.04 0.60
H -2.56 -0.59 0.93
C 1.13 0.67 -2.18
C 0.92 -0.39 -1.38
C 0.45 -1.72 -1.91
H 0.71 0.72 -3.17
H 1.60 1.56 -1.82
H 1.56 -0.49 -0.47
H -0.17 -2.21 -1.16
H -0.12 -1.61 -2.82
H 1.30 -2.38 -2.10
```

Output
- Spin multiplicity: 1
- Relative energy (zero: lowest compared OMol25 entry of this formula, charge and spin): 234.8 kJ/mol
- Calculated total energy: -346.43771 Eh
- LUMO: 1.03 eV
- SMILES string: [H]/N=C/[C@H](C)N.C=CC
- HOMO: -8.29 eV

Formula: C6H14N2
Source: the Open Molecules 2025 dataset
Level of theory: ωB97M-V/def2-TZVPD

The geometry in XYZ format:
```
22
Properties=species:S:1:pos:R:3
C 0.67 -0.79 1.93
C 0.78 0.51 1.17
C 1.73 0.71 0.18
N 1.89 -0.26 -0.76
H -0.36 -0.95 2.26
H 1.30 -0.74 2.82
H 0.98 -1.64 1.32
H 0.58 1.38 1.79
H 2.04 1.72 -0.07
H 0.86 -0.65 -1.02
H 2.31 0.08 -1.62
C -1.30 -1.78 -0.81
C -0.82 -0.37 -1.00
N -0.87 0.51 0.00
C -1.08 1.90 -0.40
H -0.88 -2.43 -1.57
H -1.02 -2.18 0.16
H -2.39 -1.84 -0.89
H -0.95 0.03 -2.01
H -2.16 2.06 -0.51
H -0.59 2.17 -1.34
H -0.73 2.57 0.38
```

Output
- Spin multiplicity: 1
- Relative energy (zero: lowest compared OMol25 entry of this formula, charge and spin): 307.0 kJ/mol
- Calculated total energy: -346.41022 Eh
- LUMO: 1.07 eV
- SMILES string: C/C=C\N.C/C=N/C
- HOMO: -7.15 eV

Formula: C6H14N2
Source: the Open Molecules 2025 dataset
Level of theory: ωB97M-V/def2-TZVPD

The geometry in XYZ format:
```
22
Properties=species:S:1:pos:R:3
C -0.50 -0.02 2.08
N 0.03 -0.37 0.78
C 0.04 -1.78 0.48
C 0.41 -1.82 -1.01
C -0.05 -0.47 -1.56
C -0.62 0.27 -0.36
C -0.37 1.78 -0.39
N 1.05 2.08 -0.29
H -0.30 -0.85 2.76
H 0.00 0.85 2.51
H -1.58 0.19 2.04
H 0.76 -2.36 1.07
H -0.94 -2.21 0.65
H 1.49 -1.96 -1.09
H -0.01 -2.71 -1.48
H -0.78 -0.57 -2.36
H 0.79 0.11 -1.95
H -1.70 0.14 -0.25
H -0.78 2.14 -1.34
H -1.00 2.24 0.39
H 1.39 1.74 0.60
H 1.17 3.09 -0.31
```

Output
- Spin multiplicity: 1
- Relative energy (zero: lowest compared OMol25 entry of this formula, charge and spin): 43.4 kJ/mol
- Calculated total energy: -346.51063 Eh
- LUMO: 1.14 eV
- SMILES string: CN1CCC[C@@H]1CN
- HOMO: -8.44 eV

Formula: C6H14N2O
Source: the Open Molecules 2025 dataset
Level of theory: ωB97M-V/def2-TZVPD

The geometry in XYZ format:
```
23
Properties=species:S:1:pos:R:3
C -0.72 1.07 -0.10
C -1.99 0.37 -0.56
C -0.31 -0.58 1.81
C 0.28 0.12 0.59
O -1.10 2.09 0.81
N 1.52 0.74 0.93
H -0.30 2.43 1.23
H -0.22 1.53 -0.96
H 1.78 1.42 0.22
H -2.61 1.08 -1.11
H -1.76 -0.48 -1.19
H -2.57 0.04 0.30
H -1.07 -1.30 1.52
H -0.75 0.17 2.47
H 0.47 -1.11 2.36
C 1.19 -0.47 -1.84
C 1.06 -0.94 -0.39
N 1.03 -2.23 -0.17
H 0.22 -2.53 0.38
H 2.18 -0.33 0.29
H 1.84 -1.16 -2.37
H 0.22 -0.47 -2.34
H 1.62 0.53 -1.89
```

Output
- Spin multiplicity: 1
- Relative energy (zero: lowest compared OMol25 entry of this formula, charge and spin): 455.8 kJ/mol
- Calculated total energy: -421.62668 Eh
- LUMO: -0.36 eV
- HOMO: -9.20 eV

Formula: C6H14N2O
Source: the Open Molecules 2025 dataset
Level of theory: ωB97M-V/def2-TZVPD

The geometry in XYZ format:
```
23
Properties=species:S:1:pos:R:3
C 1.30 -1.16 1.57
N 1.50 0.23 1.82
C 1.31 -2.21 -0.31
O 0.77 -3.24 -0.09
H 2.46 0.54 1.72
H 0.88 0.83 1.29
H 1.77 -1.25 -0.20
H 2.02 -1.79 2.09
H 0.28 -1.48 1.78
C 0.10 2.34 -1.04
C -2.06 -0.48 0.25
N -0.66 1.45 -0.18
C -1.05 0.19 -0.64
C -0.55 -0.39 -1.74
H -1.35 1.91 0.39
H 1.09 1.93 -1.23
H -0.38 2.52 -2.00
H 0.23 3.30 -0.53
H -3.02 0.04 0.21
H -1.73 -0.48 1.29
H -2.22 -1.51 -0.06
H 0.16 0.09 -2.39
H -0.86 -1.39 -2.01
```

Output
- Spin multiplicity: 1
- Relative energy (zero: lowest compared OMol25 entry of this formula, charge and spin): 555.0 kJ/mol
- Calculated total energy: -421.58889 Eh
- LUMO: 0.82 eV
- HOMO: -6.40 eV

What did the fourth record say?
Formula: C6H14N2
Source: the Open Molecules 2025 dataset
Level of theory: ωB97M-V/def2-TZVPD

The geometry in XYZ format:
```
22
Properties=species:S:1:pos:R:3
C -0.50 -0.02 2.08
N 0.03 -0.37 0.78
C 0.04 -1.78 0.48
C 0.41 -1.82 -1.01
C -0.05 -0.47 -1.56
C -0.62 0.27 -0.36
C -0.37 1.78 -0.39
N 1.05 2.08 -0.29
H -0.30 -0.85 2.76
H 0.00 0.85 2.51
H -1.58 0.19 2.04
H 0.76 -2.36 1.07
H -0.94 -2.21 0.65
H 1.49 -1.96 -1.09
H -0.01 -2.71 -1.48
H -0.78 -0.57 -2.36
H 0.79 0.11 -1.95
H -1.70 0.14 -0.25
H -0.78 2.14 -1.34
H -1.00 2.24 0.39
H 1.39 1.74 0.60
H 1.17 3.09 -0.31
```

Output
- Spin multiplicity: 1
- Relative energy (zero: lowest compared OMol25 entry of this formula, charge and spin): 43.4 kJ/mol
- Calculated total energy: -346.51063 Eh
- LUMO: 1.14 eV
- SMILES string: CN1CCC[C@@H]1CN
- HOMO: -8.44 eV

Q: Which formula does entry 4 have?
A: C6H14N2